Record 1
DFT (ωB97M-V with the def2-TZVPD basis set) results for a molecular structure, C50H53AsIrN6O5S2.

Geometry as XYZ:
```
118
Properties=species:S:1:pos:R:3:forces:R:3:mulliken_spin:R:1
Ir -0.304 -0.293 0.286 -0.4 -1.7 0.7 0.005
C 3.261 3.743 -6.033 0.0 0.0 0.0 0.001
O 4.101 4.473 -5.135 -0.1 0.0 0.0 0.027
C 4.613 3.859 -4.077 0.0 0.0 0.0 0.062
C 5.439 4.651 -3.257 0.0 0.0 0.0 -0.023
C 6.027 4.102 -2.152 0.0 -0.1 0.0 0.040
C 5.760 2.763 -1.804 0.0 0.1 -0.1 0.077
C 4.964 1.965 -2.640 0.0 0.0 0.0 0.043
C 4.395 2.504 -3.769 0.0 0.0 0.0 -0.013
N 6.380 2.306 -0.654 -0.1 -0.2 0.1 0.118
N 6.069 1.271 -0.061 0.1 0.1 0.0 0.173
C 4.879 0.679 0.152 0.0 0.0 0.0 0.154
C 4.892 -0.725 0.337 0.0 0.0 0.0 0.055
C 3.742 -1.465 0.425 0.0 0.0 0.0 0.016
C 2.509 -0.789 0.384 -0.2 0.0 0.1 0.112
O 1.371 -1.366 0.391 0.8 0.1 -0.2 0.122
C 2.483 0.641 0.393 -0.1 0.1 0.0 0.028
N 1.236 1.167 0.527 -0.7 1.0 -0.2 0.011
C 1.125 2.486 0.560 0.2 -0.2 0.2 -0.005
C 2.237 3.333 0.499 0.1 0.0 0.1 0.006
C 3.494 2.807 0.365 0.0 0.0 0.0 0.012
C 3.638 1.410 0.282 -0.1 -0.1 0.1 -0.018
H 2.932 4.462 -6.775 0.0 0.0 0.0 0.000
H 2.397 3.334 -5.508 0.0 0.0 0.0 0.001
H 3.823 2.945 -6.519 0.0 0.0 0.0 0.000
H 5.607 5.681 -3.537 0.0 0.0 0.0 -0.001
H 6.683 4.684 -1.518 0.0 0.0 0.0 -0.004
H 4.824 0.913 -2.427 0.0 0.0 0.0 -0.001
H 3.804 1.878 -4.419 0.0 0.0 0.0 0.000
H 5.861 -1.208 0.349 0.0 0.0 0.0 -0.007
H 3.751 -2.544 0.508 0.0 0.0 0.0 -0.006
H 0.135 2.899 0.653 -0.1 0.0 0.0 -0.004
H 2.083 4.402 0.562 0.0 0.0 0.0 0.000
H 4.356 3.458 0.339 0.0 0.0 0.0 0.008
O -2.389 0.165 0.176 0.1 1.0 0.5 0.009
S -3.416 -0.862 -0.304 0.0 -0.1 -0.4 0.004
C -4.240 -0.085 -1.729 0.0 -0.1 0.0 -0.001
C -5.703 0.115 -1.337 0.0 0.0 0.0 0.000
C -5.696 0.459 0.150 0.0 0.0 0.0 0.000
C -4.827 -0.613 0.797 0.0 0.0 0.0 0.000
H -4.076 -0.711 -2.604 0.0 0.0 0.0 0.000
H -3.708 0.856 -1.864 0.0 0.0 0.0 0.000
H -6.268 -0.805 -1.501 0.0 0.0 0.0 0.000
H -6.159 0.894 -1.947 0.0 0.0 0.0 0.000
H -6.697 0.467 0.580 0.0 0.0 0.0 0.000
H -5.254 1.445 0.311 0.0 0.0 0.0 0.000
H -5.335 -1.579 0.852 0.0 0.0 0.0 0.000
H -4.414 -0.376 1.776 0.0 0.0 0.0 0.000
C -4.792 -4.563 2.465 0.0 0.0 0.0 0.000
C -3.679 -4.127 3.169 0.0 0.0 0.0 0.000
C -2.567 -3.657 2.485 0.0 0.0 0.0 -0.001
C -2.549 -3.626 1.092 0.1 0.1 0.3 0.004
C -3.677 -4.048 0.393 0.0 -0.1 0.0 -0.006
C -4.788 -4.521 1.078 0.0 0.0 0.0 0.000
As -0.995 -2.909 0.166 -0.3 0.8 -1.1 0.005
C -1.327 -3.491 -1.647 0.0 -0.2 0.0 0.000
C -1.271 -2.588 -2.697 -0.1 -0.1 -0.1 0.003
C -1.491 -3.020 -4.001 0.0 0.0 0.0 -0.001
C -1.764 -4.354 -4.255 0.0 0.0 0.0 0.000
C -1.816 -5.264 -3.205 0.0 0.0 0.0 0.000
C -1.597 -4.837 -1.906 0.0 0.0 0.0 -0.001
C 0.495 -4.036 0.670 0.1 0.1 0.2 -0.001
C 1.238 -4.691 -0.305 0.0 0.0 0.0 0.000
C 2.332 -5.467 0.061 0.0 0.0 0.0 0.001
C 2.696 -5.585 1.394 0.0 0.0 0.0 0.000
C 1.971 -4.910 2.367 0.0 0.0 0.0 0.000
C 0.882 -4.134 2.004 0.0 0.0 0.0 -0.001
H -5.658 -4.937 2.996 0.0 0.0 0.0 0.000
H -3.673 -4.158 4.251 0.0 0.0 0.0 0.000
H -1.713 -3.321 3.060 0.0 0.0 0.0 -0.001
H -3.693 -4.024 -0.689 0.0 0.0 0.0 -0.001
H -5.651 -4.866 0.522 0.0 0.0 0.0 0.000
H -1.060 -1.548 -2.514 0.0 0.1 0.0 0.000
H -1.443 -2.308 -4.815 0.0 0.0 0.0 0.000
H -1.933 -4.691 -5.269 0.0 0.0 0.0 0.000
H -2.026 -6.308 -3.399 0.0 0.0 0.0 0.000
H -1.632 -5.555 -1.095 0.0 0.0 0.0 0.000
H 0.980 -4.601 -1.351 0.0 0.0 0.0 0.000
H 2.896 -5.985 -0.704 0.0 0.0 0.0 0.000
H 3.538 -6.203 1.675 0.0 0.0 0.0 0.000
H 2.251 -4.994 3.410 0.0 0.0 0.0 0.000
H 0.342 -3.606 2.779 0.0 -0.1 0.0 0.001
C -1.727 1.892 2.543 -0.2 0.0 0.2 -0.001
N -0.711 1.465 3.491 0.3 0.1 -0.5 0.000
C 0.178 2.526 3.962 -0.1 0.0 0.1 0.000
C -0.277 0.173 3.461 -0.1 0.1 0.3 -0.001
N -0.502 -0.607 2.427 0.2 -0.3 -0.4 0.002
N 0.339 -0.279 4.587 -0.1 0.1 -0.1 0.000
C -0.046 0.179 5.919 0.0 0.0 0.0 0.000
C 1.074 -1.529 4.569 0.1 0.0 0.0 0.000
H -2.097 2.866 2.863 0.0 0.0 0.1 0.000
H -2.551 1.183 2.534 0.0 0.0 0.0 0.000
H -1.363 1.981 1.520 0.0 0.0 0.0 0.001
H 0.535 3.121 3.117 0.0 0.0 0.0 0.000
H 1.040 2.104 4.471 0.0 0.0 0.0 0.000
H -0.348 3.190 4.649 0.0 0.0 0.0 0.000
H -0.382 -1.577 2.682 0.1 0.0 0.1 -0.003
H -0.731 1.016 5.851 0.0 0.0 0.0 0.000
H 0.835 0.481 6.488 0.0 0.0 0.0 0.000
H -0.542 -0.632 6.456 0.0 0.0 0.0 0.000
H 0.419 -2.397 4.717 0.0 0.0 0.0 0.000
H 1.796 -1.519 5.385 0.0 0.0 0.0 0.000
H 1.620 -1.640 3.633 0.0 0.0 0.0 0.001
O -2.363 7.121 -1.215 0.0 0.0 0.0 0.000
C -1.139 6.580 -1.359 -0.1 0.0 0.0 0.000
O -0.160 7.267 -1.336 0.1 0.0 0.0 0.000
C -1.060 5.092 -1.525 0.0 0.0 0.0 0.001
C -1.989 4.210 -0.991 0.0 0.0 0.0 0.001
C -1.808 2.835 -1.094 0.1 0.0 0.0 0.002
C -0.686 2.315 -1.738 0.3 0.2 -0.2 -0.005
S -0.297 0.601 -1.953 0.1 -0.8 0.0 0.002
C 0.228 3.218 -2.302 -0.1 0.0 0.0 0.002
C 0.053 4.582 -2.188 0.0 0.0 0.0 -0.001
H -3.053 6.472 -1.393 0.0 0.0 0.0 0.000
H -2.853 4.581 -0.450 0.0 0.0 0.0 0.000
H -2.518 2.167 -0.639 -0.1 0.0 0.1 0.000
H 1.094 2.822 -2.820 0.0 0.0 0.0 -0.001
H 0.779 5.275 -2.594 0.0 0.0 0.0 0.000
```
Positions in Å, forces in eV/Å.

Results
Multiplicity ... 2
Charge ... +2
Total energy ... -5777.8053 hartree
Orbital gap (alpha / beta) ... 6.25 / 5.41 eV
LUMO (alpha / beta) ... -6.0 / -6.9 eV
Energy above the lowest of the compared OMol25 structures with the same formula, charge and spin ... 1.6306 eV

Record 2
DFT (ωB97M-V with the def2-TZVPD basis set) results for a molecular structure, C50H54As2N3PSSe3TeTi.

Geometry as XYZ:
```
116
Properties=species:S:1:pos:R:3:forces:R:3:mulliken_spin:R:1
Ti -1.353 1.015 0.440 -0.3 0.4 1.3 0.971
Se -0.958 0.586 2.831 0.0 -0.1 0.0 -0.033
Se -2.929 1.066 3.974 -0.2 0.1 0.1 0.032
Te -4.764 1.747 2.308 0.1 0.0 0.1 0.005
Se -3.530 2.400 0.231 0.2 0.3 0.4 -0.036
C 1.561 3.699 0.147 0.0 -0.3 0.0 -0.001
C 2.179 2.533 0.906 -0.1 0.3 -0.1 -0.003
As 1.537 0.740 0.337 1.1 0.4 0.2 -0.002
C 2.916 -0.046 1.501 -0.2 -0.1 0.1 0.009
C 2.727 0.049 2.877 -0.1 0.0 -0.1 0.002
C 3.741 -0.315 3.750 0.0 0.0 0.0 0.000
C 4.954 -0.767 3.253 0.0 0.0 0.0 0.000
C 5.138 -0.881 1.883 0.0 0.0 0.0 0.000
C 4.122 -0.525 1.008 -0.2 0.0 -0.1 0.000
C 2.428 0.606 -1.405 -0.4 -0.1 -0.1 -0.009
C 1.865 -0.242 -2.357 0.0 -0.1 0.2 0.020
C 2.407 -0.350 -3.627 0.0 -0.1 -0.1 0.001
C 3.526 0.397 -3.963 0.0 0.0 0.0 0.000
C 4.101 1.239 -3.022 0.0 0.0 -0.1 0.000
C 3.557 1.342 -1.751 0.0 0.1 0.2 -0.005
As -0.372 3.559 0.481 0.4 1.1 0.2 0.011
C -1.098 5.112 -0.447 -0.1 -0.2 -0.2 0.003
C -0.649 5.439 -1.724 0.1 -0.1 0.1 -0.001
C -1.223 6.488 -2.423 0.0 0.0 -0.1 0.000
C -2.259 7.215 -1.856 0.0 0.0 0.0 -0.001
C -2.703 6.902 -0.580 0.0 0.0 0.0 0.001
C -2.128 5.855 0.122 0.0 -0.1 0.1 -0.001
C -0.403 4.234 2.315 -0.2 -0.1 0.2 -0.011
C -1.603 4.134 3.013 -0.1 0.0 -0.2 0.011
C -1.696 4.509 4.343 0.1 0.0 0.0 0.000
C -0.575 4.989 5.000 -0.1 0.0 0.0 0.000
C 0.621 5.114 4.311 0.1 0.0 0.1 0.001
C 0.708 4.748 2.977 0.1 0.0 -0.2 -0.002
H 1.807 3.628 -0.914 -0.2 0.1 0.0 -0.001
H 1.931 4.666 0.491 -0.1 0.0 0.0 0.000
H 1.916 2.604 1.965 0.1 -0.2 0.0 0.002
H 3.268 2.533 0.850 0.0 -0.1 0.0 0.001
H 1.779 0.398 3.273 0.1 0.0 0.0 -0.001
H 3.581 -0.235 4.817 0.0 0.0 0.0 0.000
H 5.756 -1.030 3.930 0.0 0.0 0.0 0.000
H 6.082 -1.237 1.491 0.0 0.0 0.0 0.000
H 4.270 -0.625 -0.060 0.1 0.0 0.0 0.000
H 0.993 -0.829 -2.089 0.0 0.0 -0.1 -0.004
H 1.954 -1.013 -4.353 0.0 0.0 0.0 0.000
H 3.956 0.319 -4.953 0.0 0.0 0.0 0.000
H 4.982 1.814 -3.277 0.0 0.0 0.0 0.000
H 4.038 1.987 -1.025 0.0 0.0 0.0 0.000
H 0.158 4.875 -2.176 0.0 0.1 0.0 0.000
H -0.866 6.730 -3.416 0.0 0.0 0.0 0.000
H -2.717 8.027 -2.405 0.0 0.0 0.0 0.000
H -3.506 7.471 -0.131 0.0 0.0 0.0 0.000
H -2.477 5.622 1.119 0.0 0.0 0.0 0.000
H -2.481 3.765 2.500 0.0 -0.1 0.1 0.001
H -2.636 4.398 4.866 0.0 0.0 0.0 -0.001
H -0.635 5.270 6.043 0.0 0.0 0.0 0.000
H 1.500 5.488 4.819 0.0 0.0 0.0 0.000
H 1.653 4.881 2.466 0.0 -0.1 0.1 0.000
N -2.587 -0.135 -3.306 -0.2 -0.1 0.4 0.003
C -1.641 0.709 -3.856 0.4 0.3 0.2 -0.003
C -1.300 1.015 -5.166 -0.1 -0.1 -0.1 0.001
C -0.276 1.924 -5.352 -0.1 -0.1 -0.1 -0.001
C 0.383 2.516 -4.270 0.0 0.0 0.1 -0.002
C 0.046 2.201 -2.970 -0.1 0.0 0.0 0.014
C -0.970 1.279 -2.765 -0.1 -0.1 -0.3 0.025
N -1.501 0.763 -1.586 -0.5 -0.7 -1.3 -0.041
C -2.477 -0.066 -1.964 0.4 0.4 -0.5 0.001
C -3.318 -0.705 -0.992 -0.6 -0.6 0.2 0.003
C -4.531 -1.297 -1.151 0.1 0.1 0.0 -0.003
S -5.193 -1.706 0.371 0.3 0.2 0.0 0.002
C -3.798 -1.053 1.137 -0.1 -0.5 0.0 0.015
N -2.898 -0.587 0.322 0.0 0.2 -0.5 -0.010
H -3.256 -0.704 -3.797 0.0 0.0 -0.1 -0.001
H -1.815 0.566 -6.005 0.0 0.0 0.0 0.000
H 0.018 2.184 -6.360 0.0 0.0 0.0 0.000
H 1.177 3.226 -4.458 0.0 0.0 0.0 0.000
H 0.559 2.637 -2.128 0.1 0.0 0.0 -0.006
H -5.088 -1.457 -2.060 0.0 0.0 0.0 0.000
H -3.665 -1.143 2.204 0.1 0.2 0.0 0.000
C 2.167 -3.089 -0.031 0.0 0.0 0.0 0.003
C 1.331 -3.811 1.030 -0.2 0.1 0.0 0.000
C 1.689 -5.293 0.955 -0.1 0.1 0.0 0.000
C 1.654 -3.253 2.419 -0.1 -0.1 -0.1 -0.003
P -0.450 -3.276 0.674 0.2 -0.9 0.0 0.024
C -0.692 -4.048 -0.985 0.0 0.3 0.0 0.001
C -0.763 -5.407 -1.287 0.0 0.0 -0.1 -0.001
C -0.911 -5.835 -2.598 0.0 0.0 0.0 0.000
C -0.977 -4.914 -3.635 0.0 0.0 0.0 0.000
C -0.923 -3.558 -3.351 0.0 0.0 -0.1 0.000
C -0.789 -3.137 -2.037 0.0 -0.1 0.0 0.014
C -1.632 -4.260 1.805 0.1 0.2 0.0 0.003
C -1.236 -5.635 2.344 -0.1 0.1 -0.1 0.001
C -2.920 -4.429 0.992 0.1 0.0 0.0 0.000
C -1.874 -3.342 3.017 0.0 0.0 0.0 -0.002
H 2.001 -3.521 -1.020 0.0 0.0 0.0 0.000
H 1.924 -2.026 -0.069 0.0 0.0 0.0 0.001
H 3.228 -3.184 0.210 0.0 0.0 0.0 0.000
H 2.761 -5.394 1.148 0.0 0.0 0.0 0.000
H 1.494 -5.698 -0.037 0.0 0.0 0.0 0.000
H 1.166 -5.890 1.696 0.1 0.0 0.0 0.000
H 2.730 -3.297 2.610 0.0 0.0 0.0 0.000
H 1.149 -3.829 3.197 0.0 0.0 0.0 0.000
H 1.334 -2.213 2.500 0.0 0.0 0.1 0.004
H -0.705 -6.143 -0.498 0.0 0.0 0.0 0.000
H -0.968 -6.894 -2.811 0.0 0.0 0.0 0.000
H -1.070 -5.255 -4.657 0.0 0.0 0.0 0.000
H -0.975 -2.831 -4.154 0.0 0.0 0.0 0.000
H -0.756 -2.078 -1.803 0.0 0.0 0.0 -0.004
H -1.037 -6.356 1.554 0.0 0.0 0.0 0.000
H -2.077 -6.017 2.931 0.0 0.0 0.0 0.000
H -0.375 -5.576 3.008 0.0 -0.1 0.0 0.000
H -2.828 -5.258 0.291 0.0 0.0 0.0 0.000
H -3.143 -3.538 0.407 -0.1 0.0 -0.1 0.000
H -3.765 -4.641 1.652 0.0 0.0 0.0 0.000
H -1.092 -3.477 3.766 0.0 0.0 0.0 0.000
H -2.833 -3.571 3.489 0.0 0.0 0.0 0.000
H -1.856 -2.287 2.742 -0.1 0.0 0.0 0.002
```
Positions in Å, forces in eV/Å.

Results
Multiplicity ... 2
Charge ... +1
Total energy ... -15634.7872 hartree
Orbital gap (alpha / beta) ... 5.99 / 6.08 eV
LUMO (alpha / beta) ... -3.2 / -3.1 eV
Energy above the lowest of the compared OMol25 structures with the same formula, charge and spin ... 0.4757 eV